1.
Here is a molecular structure, C32H26N5OSSe2Tl in a non-equilibrium geometry from the Open Molecules 2025 dataset. Energies are from the ωB97M-V functional and the def2-TZVPD basis.

Each line ends with the Mulliken charge.
CARTESIAN COORDINATES (ANGSTROEM)
Tl1 0.103 -0.148 0.302  1.05
N1 -2.135 3.539 -0.216  -0.48
C1 -1.092 2.681 -0.422  0.57
S1 -1.462 1.249 -1.362  -0.43
N2 0.043 3.000 0.096  -1.13
N3 1.040 2.066 0.098  0.58
C2 2.241 2.518 0.125  -0.73
C3 3.443 1.754 0.304  0.93
C4 4.646 2.485 0.327  -0.85
C5 5.868 1.882 0.494  -0.82
C6 5.909 0.493 0.656  -0.46
C7 4.756 -0.251 0.655  -0.46
C8 3.472 0.338 0.491  0.35
O1 2.434 -0.426 0.521  -0.48
H1 -2.918 3.491 -0.842  0.21
H2 -1.893 4.437 0.172  0.24
H3 2.364 3.598 0.031  0.28
H4 4.582 3.561 0.211  0.35
H5 6.774 2.472 0.511  0.40
H6 6.865 -0.001 0.787  0.38
H7 4.788 -1.325 0.794  0.42
Se1 -0.724 -4.225 -0.401  -0.04
Se2 -2.267 -3.023 -1.564  0.01
C9 -3.246 -2.283 -0.085  -0.01
C10 -4.633 -2.273 -0.169  -0.79
C11 -5.342 -1.683 0.863  -0.61
C12 -4.639 -1.133 1.925  -1.42
C13 -3.257 -1.221 1.924  0.49
N4 -2.571 -1.795 0.939  0.62
C14 0.921 -3.337 -0.898  0.54
C15 2.068 -4.118 -0.920  -0.83
C16 3.244 -3.553 -1.382  -0.34
C17 3.221 -2.264 -1.875  -0.77
C18 2.038 -1.554 -1.798  -0.15
N5 0.903 -2.062 -1.300  -0.13
H8 -5.125 -2.719 -1.022  0.46
H9 -6.424 -1.654 0.841  0.40
H10 -5.149 -0.643 2.742  0.52
H11 -2.674 -0.814 2.743  0.35
H12 2.026 -5.139 -0.566  0.37
H13 4.163 -4.124 -1.376  0.42
H14 4.112 -1.795 -2.266  0.43
H15 1.971 -0.539 -2.170  0.55
C19 1.761 1.829 7.070  -0.44
C20 1.792 2.797 6.076  -0.62
C21 1.431 2.472 4.779  -0.42
C22 1.013 1.179 4.463  -0.10
C23 0.981 0.213 5.469  -0.10
C24 1.357 0.538 6.762  -0.76
C25 0.694 0.864 3.059  0.40
C26 -0.099 -0.090 2.586  -0.59
C27 -1.041 -0.997 3.232  0.63
C28 -1.940 -0.540 4.202  0.22
C29 -2.897 -1.395 4.724  -0.99
C30 -2.991 -2.706 4.279  -0.50
C31 -2.096 -3.173 3.326  -0.48
C32 -1.131 -2.325 2.817  -0.75
H16 2.061 2.080 8.079  0.38
H17 2.110 3.805 6.309  0.38
H18 1.464 3.221 3.997  0.44
H19 0.684 -0.797 5.223  0.49
H20 1.342 -0.223 7.532  0.40
H21 1.226 1.492 2.352  -0.10
H22 -1.880 0.489 4.535  0.57
H23 -3.579 -1.034 5.484  0.41
H24 -3.758 -3.361 4.673  0.43
H25 -2.160 -4.192 2.966  0.46
H26 -0.428 -2.674 2.073  0.63

Summary:
**Gap between HOMO and LUMO**: 6.407 eV
**Maximum force**: 2.5 eV Å⁻¹
**Charge**: 0

=====

2.
Here is 7 unconnected molecules or ions with the total composition C26H59ClN5O13 in a non-equilibrium geometry from the Open Molecules 2025 dataset. Energies are from the ωB97M-V functional and the def2-TZVPD basis.

Each line ends with the Mulliken charge.
CARTESIAN COORDINATES (ANGSTROEM)
Cl1 1.606 0.274 0.189  1.34
O1 0.859 -0.904 -0.031  -0.53
O2 2.992 -0.178 0.130  -0.73
O3 1.149 1.256 -0.747  -0.39
O4 1.281 0.817 1.491  -0.75
C1 -0.136 -3.330 -4.676  -1.66
C2 -1.051 -2.566 -3.702  0.26
C3 -1.345 -3.408 -2.428  0.28
O5 -2.209 -4.484 -2.833  -0.40
C4 -2.327 -5.384 -1.812  -0.72
N1 -0.562 -1.241 -3.321  -0.19
H1 0.837 -3.699 -4.352  0.31
H2 0.213 -2.775 -5.547  0.41
H3 -0.691 -4.220 -4.972  0.38
H4 -1.925 -2.326 -4.308  0.22
H5 -1.896 -2.854 -1.668  -0.43
H6 -0.398 -3.690 -1.967  0.37
H7 -2.814 -4.994 -0.918  0.16
H8 -1.359 -5.841 -1.606  0.35
H9 -2.757 -6.171 -2.431  0.34
H10 0.255 -1.165 -2.732  -0.02
H11 -0.434 -0.670 -4.145  0.25
C5 0.971 2.982 5.013  -1.27
C6 -0.344 2.071 5.002  0.24
C7 -1.497 2.727 5.936  -1.00
O6 -2.751 2.165 5.914  -0.24
C8 -3.555 2.313 7.103  -0.78
N2 -0.797 2.223 3.626  -0.36
H12 1.173 3.372 6.010  0.41
H13 1.051 3.869 4.384  0.28
H14 1.735 2.312 4.620  0.37
H15 -0.141 1.014 5.175  0.42
H16 -1.487 3.817 5.919  0.37
H17 -1.067 2.602 6.929  0.38
H18 -3.052 2.104 8.047  0.33
H19 -4.375 1.596 7.145  0.25
H20 -3.997 3.309 7.078  0.29
H21 -0.830 3.221 3.469  0.28
H22 -0.023 1.898 3.064  0.07
C9 -0.029 -3.610 1.891  -1.60
C10 -1.290 -2.665 1.807  2.01
C11 -2.437 -3.408 2.615  -1.05
O7 -3.566 -2.530 2.895  -0.16
C12 -4.790 -3.239 3.184  -0.95
N3 -0.903 -1.450 2.518  -0.26
H23 0.882 -3.191 1.464  0.37
H24 -0.225 -4.509 1.305  0.36
H25 0.187 -3.851 2.932  0.42
H26 -1.709 -2.601 0.803  -0.87
H27 -2.087 -3.703 3.604  0.36
H28 -2.729 -4.275 2.023  0.33
H29 -5.643 -2.566 3.270  0.25
H30 -4.637 -3.721 4.149  0.34
H31 -5.142 -3.965 2.451  0.35
H32 -0.069 -1.270 1.978  -0.06
H33 -0.519 -1.586 3.442  0.29
C13 -2.166 1.985 -1.745  -1.47
C14 -2.874 1.274 -0.567  0.43
C15 -2.966 -0.174 -0.775  -0.35
O8 -3.755 -0.778 0.242  -0.31
C16 -4.581 -1.784 -0.421  -0.59
N4 -2.034 1.480 0.577  -0.30
H34 -2.885 1.956 -2.564  0.44
H35 -1.237 1.447 -1.934  0.21
H36 -2.261 3.066 -1.640  0.47
H37 -3.902 1.629 -0.494  0.35
H38 -1.992 -0.656 -0.860  -0.21
H39 -3.302 -0.418 -1.783  0.50
H40 -5.354 -1.377 -1.073  0.40
H41 -4.940 -2.388 0.412  0.07
H42 -4.052 -2.512 -1.037  0.24
H43 -1.856 2.474 0.584  0.24
H44 -1.125 1.137 0.304  -0.11
C17 3.719 4.648 1.009  -1.43
C18 2.325 4.903 0.408  0.21
C19 2.032 4.785 -1.157  -0.54
O9 0.685 4.985 -1.403  -0.29
C20 0.324 4.971 -2.733  -0.84
N5 1.365 4.054 1.132  -0.47
H45 4.464 4.937 0.267  0.40
H46 3.965 3.590 1.099  0.27
H47 4.100 5.244 1.838  0.34
H48 2.003 5.894 0.728  0.31
H49 2.304 3.815 -1.574  0.31
H50 2.618 5.573 -1.630  0.40
H51 0.681 5.839 -3.287  0.34
H52 -0.758 4.999 -2.859  0.27
H53 0.711 4.085 -3.237  0.33
H54 1.350 3.089 0.835  0.06
H55 0.464 4.319 0.761  0.30
C21 4.848 -1.537 -5.312  -0.85
C22 4.624 -1.281 -3.957  0.45
C23 5.729 -1.120 -2.926  0.68
O10 5.507 -1.019 -1.773  -0.47
C24 7.065 -1.238 -3.525  -0.97
C25 7.244 -1.647 -4.847  0.28
C26 6.198 -1.802 -5.849  0.99
O11 6.411 -2.138 -7.052  -0.66
O12 8.531 -1.770 -5.374  -0.56
O13 3.374 -0.946 -3.470  -0.31
H56 4.019 -1.738 -5.975  0.43
H57 7.923 -1.019 -2.907  0.41
H58 8.344 -1.990 -6.290  0.35
H59 3.520 -0.748 -2.542  0.21

Summary:
**Gap between HOMO and LUMO**: 5.226 eV
**Maximum force**: 4.1 eV Å⁻¹
**Charge**: -1

=====

HOMO list, top to bottom, in eV: -7.11; -5.37
E list, top to bottom, in Ha: -6957.4496; -2737.6887